(1)
C8H14O | wB97M-V/def2-TZVPD

The geometry in XYZ format:
```
23
Properties=species:S:1:pos:R:3
C 1.551 1.521 0.880
C 0.720 0.463 1.002
C 0.630 -0.503 -0.051
C 1.253 -0.191 -1.436
C 1.318 -1.841 0.399
O -0.758 -0.946 -0.204
C -1.781 -0.067 0.024
C -2.678 -0.502 0.939
C -1.752 1.188 -0.767
H 2.228 1.662 -0.027
H 1.716 2.388 1.569
H 0.018 0.512 1.885
H 2.276 -0.063 -1.188
H 0.841 0.782 -1.758
H 1.090 -1.093 -2.000
H 1.003 -2.195 1.345
H 2.389 -1.704 0.434
H 1.145 -2.621 -0.318
H -2.466 -1.368 1.350
H -3.524 0.022 1.225
H -1.084 2.012 -0.550
H -2.637 1.729 -0.942
H -1.498 0.814 -1.808
```

The calculation puts the largest force on an atom at 5.22 eV/Å. The frontier orbital gap comes out at 0.3511 Eh. The HOMO energy comes out at -8.642 eV. Its multiplicity is 1. As for the energy relative to the best compared isomer or geometry (same formula, charge and spin): 210.3 kJ/mol.

=====

(2)
C8H14O | wB97M-V/def2-TZVPD

The geometry in XYZ format:
```
23
Properties=species:S:1:pos:R:3
C -0.470 1.922 1.858
C -0.512 0.610 1.717
C -1.004 -0.104 0.489
C -2.099 -1.114 0.848
C 0.215 -0.745 -0.148
O 0.594 -1.981 0.325
C 0.959 -0.140 -1.078
C 2.199 -0.781 -1.629
C 0.633 1.224 -1.620
H -0.852 2.591 1.103
H -0.072 2.387 2.743
H -0.125 -0.030 2.499
H -1.414 0.624 -0.211
H -3.013 -0.580 1.099
H -1.835 -1.718 1.719
H -2.304 -1.770 0.001
H -0.101 -2.322 0.893
H 2.128 -0.844 -2.727
H 3.069 -0.173 -1.377
H 2.338 -1.782 -1.219
H 1.366 1.508 -2.367
H 0.647 1.970 -0.829
H -0.348 1.246 -2.091
```

The calculation puts the largest force on an atom at 0.62 eV/Å. The frontier orbital gap comes out at 0.3241 Eh. The HOMO energy comes out at -7.962 eV. Its multiplicity is 1. As for the energy relative to the best compared isomer or geometry (same formula, charge and spin): 55.2 kJ/mol.